# 1
Below is a structure of composition C24H26Cl5N3PtSeSi2, with properties calculated with ωB97M-V/def2-TZVPD.

For the relative energy (zero: lowest compared OMol25 entry of this formula, charge and spin), the calculation gives 35.05 kcal per mole. The LUMO energy (alpha / beta) comes out at -1.59 / -1.59 eV. The calculation puts the orbital gap (alpha / beta) at 0.232 / 0.232 Eh.

Last column: Löwdin charge in e.
Element x y z (Å)
Pt -0.223 0.699 -0.141  0.974
Se -1.985 2.158 2.445  1.166
Cl -0.414 3.805 -1.472  0.716
Cl -1.923 -1.325 -2.534  0.769
Cl -4.221 2.762 -5.040  0.684
Cl -3.775 -0.275 -4.651  0.685
Cl -2.507 4.774 -3.413  0.678
Si -1.650 -2.125 0.253  0.436
Si 1.287 -1.515 -1.712  0.452
N 0.967 -0.106 1.465  -0.010
N -1.034 3.057 3.631  -0.229
N -0.720 2.299 1.154  -0.397
C 0.310 2.973 1.695  -0.426
C 1.463 -2.430 1.675  -0.050
C 2.505 3.925 1.722  -0.058
C 1.130 4.132 3.713  -0.020
C 0.105 3.411 3.056  -0.407
C -1.630 -2.344 2.144  -0.171
C -3.206 -1.057 0.016  -0.224
C -1.344 1.248 -1.792  -0.325
C -1.475 2.611 -2.138  -0.676
C -3.116 2.198 -3.852  -0.720
C -2.931 0.839 -3.646  -0.700
C 0.066 -1.383 -0.235  -0.488
C -2.068 0.391 -2.643  -0.637
C 2.302 4.368 3.050  -0.069
C -1.827 -3.849 -0.498  -0.187
C 2.263 -0.868 3.300  -0.047
C 3.024 -1.231 -0.989  -0.173
C 1.266 -0.301 -3.171  -0.189
C 1.533 3.239 1.044  -0.082
C 1.649 0.140 2.587  -0.090
C 0.869 -1.363 1.005  -0.483
C 2.173 -2.176 2.829  -0.042
C 1.211 -3.301 -2.340  -0.181
C -2.357 3.088 -3.109  -0.718
H 0.266 -3.518 -2.839  0.013
H 3.445 4.126 1.226  0.111
H 3.094 4.904 3.557  0.107
H 1.709 1.164 2.930  0.105
H 1.016 0.715 -2.872  0.007
H -3.930 -1.320 0.792  0.031
H -2.988 0.006 0.111  -0.005
H 0.579 -0.603 -3.961  0.021
H 2.017 -3.492 -3.054  0.029
H -0.964 -4.462 -0.230  0.027
H -3.690 -1.213 -0.948  -0.004
H 2.663 -2.981 3.363  0.114
H 2.807 -0.631 4.203  0.106
H -1.302 -1.427 2.644  0.025
H -2.637 -2.565 2.506  0.032
H -0.977 -3.153 2.475  0.027
H 0.973 4.479 4.724  0.117
H -1.908 -3.841 -1.584  -0.001
H 3.262 -1.915 -0.174  0.022
H 3.127 -0.211 -0.606  0.031
H 2.271 -0.278 -3.602  0.031
H 1.325 -4.001 -1.509  0.022
H 1.701 2.882 0.038  0.077
H 3.777 -1.364 -1.769  0.033
H -2.721 -4.338 -0.101  0.034
H 1.367 -3.430 1.273  0.129

---

# 2
Below is a structure of composition C24H26F4N4Tl, with properties calculated with ωB97M-V/def2-TZVPD.

For the relative energy (zero: lowest compared OMol25 entry of this formula, charge and spin), the calculation gives 10.28 kcal per mole. As for the charge: +1. The LUMO energy comes out at -3.64 eV. The calculation puts the orbital gap at 0.273 Eh.

Last column: Löwdin charge in e.
Element x y z (Å)
Tl -6.583 -18.103 6.109  1.263
F -2.576 -20.355 4.125  0.082
F -4.617 -18.162 7.792  0.020
F -2.300 -18.103 8.970  0.101
F -0.303 -20.112 5.309  0.150
N -8.409 -18.122 7.308  -0.073
N -6.944 -18.227 3.781  -0.240
N -4.988 -19.268 5.338  -0.095
N -6.603 -16.003 6.776  -0.102
C -10.578 -18.001 7.858  -0.058
C -5.627 -14.973 6.688  -0.168
C -9.585 -18.840 7.447  -0.116
C -7.747 -15.775 7.442  -0.050
C -5.581 -11.465 5.081  -0.067
C -8.667 -16.765 7.705  -0.310
C -5.940 -17.321 3.060  -0.201
C -7.248 -13.624 5.255  -0.055
C -2.560 -19.657 5.286  -0.120
C -10.002 -16.720 8.040  -0.001
C -6.010 -13.666 5.936  -0.196
C -2.298 -18.550 7.697  -0.199
C -8.360 -18.067 3.384  -0.251
C -5.257 -19.972 4.106  -0.224
C -6.771 -11.439 4.396  -0.081
C -8.950 -16.739 3.760  -0.057
C -5.208 -12.574 5.865  -0.046
C -6.676 -19.691 3.624  -0.176
C -1.143 -18.824 7.051  0.086
C -3.550 -18.636 7.082  -0.158
C -3.742 -19.146 5.838  -0.206
C -7.625 -12.512 4.561  -0.079
C -5.880 -17.251 1.529  -0.039
C -1.313 -19.487 5.847  -0.229
H -8.925 -18.838 3.796  0.093
H -8.507 -18.298 2.302  0.142
H -0.206 -18.829 7.535  0.135
H -4.289 -12.567 6.487  0.132
H -4.726 -15.441 6.331  0.116
H -6.812 -16.782 1.184  0.084
H -6.782 -20.076 2.626  0.129
H -8.534 -12.452 3.994  0.107
H -5.733 -18.196 1.037  0.073
H -5.246 -21.063 4.191  0.139
H -11.561 -18.400 8.062  0.111
H -5.023 -17.730 3.465  0.088
H -4.871 -10.654 5.066  0.107
H -5.403 -14.599 7.702  0.140
H -6.056 -16.318 3.526  0.120
H -4.960 -16.647 1.402  0.102
H -9.361 -16.750 4.777  0.075
H -9.549 -19.901 7.185  0.126
H -7.413 -20.270 4.271  0.143
H -7.794 -14.758 7.848  0.166
H -9.840 -16.575 3.188  0.082
H -4.570 -19.684 3.318  0.117
H -6.980 -10.601 3.685  0.131
H -8.345 -15.832 3.628  0.073
H -10.528 -15.828 8.310  0.118
H -7.774 -14.512 5.267  0.051

---

# 3
Below is the molecule C24H26FIN2O3S, with properties calculated with ωB97M-V/def2-TZVPD.

Its SMILES is C#CCCCc1c(N)c(OCC)cc2c1N(F)c1c(CCCOC(C)=O)ccc(I)c1S2. The LUMO energy comes out at 0.03 eV. The calculation puts the orbital gap at 0.307 Eh.

Last column: Löwdin charge in e.
Element x y z (Å)
I -2.156 3.291 -5.209  0.833
S 0.355 1.249 -3.823  0.962
F 2.408 2.058 -1.403  -0.010
O -1.933 -0.301 3.968  0.115
O -1.885 1.950 3.852  -0.043
O -0.007 -3.724 -2.348  -0.073
N 1.138 1.617 -0.982  -0.064
N 0.908 -3.102 0.342  0.115
C 1.520 -0.305 1.073  -0.124
C -0.633 2.293 3.225  -0.153
C -3.471 0.550 2.391  0.012
C 2.682 -1.144 1.679  -0.199
C -0.476 3.430 -0.511  -0.148
C 0.102 2.502 -1.409  -0.174
C -2.349 0.708 3.463  -0.502
C -1.946 4.261 -2.268  -0.132
C 0.754 -2.093 -0.676  -0.175
C 4.678 -2.560 1.282  -0.148
C 0.021 3.421 0.953  -0.119
C -1.407 3.348 -3.205  -0.690
C -2.520 -3.702 -2.407  -0.064
C -1.216 -4.148 -1.684  -0.239
C 5.309 -3.389 1.900  0.088
C 3.859 -1.428 0.683  -0.187
C 0.210 -1.447 -2.999  0.001
C -0.396 2.491 -2.749  -0.467
C 1.048 -0.744 -0.321  -0.075
C 0.495 -0.124 -2.652  -0.401
C 0.325 -2.428 -1.983  -0.214
C -0.805 2.307 1.679  -0.160
C -1.499 4.308 -0.931  -0.026
C 0.892 0.251 -1.333  -0.170
H 1.917 -3.210 0.469  0.077
H 3.530 -1.712 -0.335  0.110
H -1.941 4.999 -0.203  0.119
H 1.109 3.210 0.969  0.117
H 1.832 0.757 1.105  0.110
H 6.079 -4.070 2.242  0.029
H -2.948 -2.836 -1.858  0.076
H 4.558 -0.566 0.657  0.121
H 3.121 -0.605 2.545  0.120
H -1.149 -5.254 -1.620  0.125
H 0.184 1.632 3.581  0.129
H -0.374 3.324 3.544  0.129
H -2.371 -3.444 -3.472  0.081
H -0.117 -1.713 -4.012  0.127
H -2.764 4.946 -2.538  0.100
H -0.183 4.409 1.419  0.119
H -1.282 -3.787 -0.635  0.112
H -4.006 1.520 2.336  0.085
H 0.605 -4.008 -0.019  0.074
H -4.127 -0.303 2.609  0.087
H 2.342 -2.120 2.072  0.094
H -1.874 2.535 1.481  0.118
H -2.930 0.433 1.428  0.083
H -3.281 -4.504 -2.299  0.077
H 0.633 -0.373 1.747  0.118
H -0.571 1.343 1.188  0.095

---

# 4
Below is the molecule C24H26N2O5S2, with properties calculated with ωB97M-V/def2-TZVPD.

Its SMILES is COc1ccc(N(CC(=O)NCCSc2ccccc2)S(=O)(=O)c2ccccc2)cc1OC. For the relative energy (zero: lowest compared OMol25 entry of this formula, charge and spin), the calculation gives 18.78 kcal per mole. The LUMO energy comes out at 0.37 eV. The calculation puts the orbital gap at 0.303 Eh.

Last column: Löwdin charge in e.
Element x y z (Å)
S -3.266 1.247 4.322  0.945
S 1.967 -2.708 1.029  0.720
O 3.169 -3.473 0.894  -0.266
O 2.224 0.014 -4.873  -0.066
O 0.438 1.670 1.492  0.052
O 1.282 1.781 -3.221  -0.056
O 1.382 -2.662 2.349  -0.294
N -0.171 -0.378 2.227  0.059
N 2.193 -1.117 0.569  -0.161
C -1.323 -3.051 -1.288  -0.054
C -2.587 4.578 2.077  -0.081
C 0.747 -3.315 -0.136  -0.276
C 0.716 0.515 1.758  -0.476
C -4.783 4.699 3.019  -0.092
C 2.124 -0.065 1.558  -0.073
C -3.782 5.255 2.238  -0.098
C 1.750 0.638 -2.657  -0.185
C 0.002 -5.031 -1.616  -0.061
C 2.759 -0.890 -5.807  -0.086
C -1.526 0.005 2.553  -0.235
C 2.769 -1.762 -1.679  -0.034
C 2.241 -0.830 -0.802  -0.263
C 2.267 -0.324 -3.553  -0.200
C 0.949 -4.545 -0.730  -0.054
C -1.600 0.625 3.947  -0.458
C -2.376 3.351 2.687  -0.093
C 0.780 2.790 -2.375  -0.069
C -4.585 3.477 3.630  -0.131
C -0.381 -2.563 -0.399  -0.048
C -1.130 -4.282 -1.895  -0.068
C 2.771 -1.508 -3.044  0.005
C -3.380 2.798 3.467  -0.526
C 1.735 0.373 -1.299  0.062
H -0.889 1.444 4.051  0.079
H 0.480 3.600 -3.037  0.095
H 3.824 -1.071 -5.630  0.097
H 1.332 1.102 -0.619  0.087
H -1.867 -4.659 -2.589  0.107
H -3.934 6.211 1.759  0.098
H -2.206 -2.471 -1.508  0.110
H 0.177 -1.291 2.511  0.096
H -1.395 -0.123 4.713  0.077
H 2.223 -1.845 -5.799  0.096
H -0.513 -1.606 0.081  0.105
H -1.799 4.999 1.471  0.105
H -0.088 2.447 -1.804  0.099
H 3.186 -2.253 -3.703  0.108
H 0.148 -5.991 -2.088  0.108
H 1.845 -5.096 -0.493  0.116
H 2.799 0.744 1.268  0.145
H 2.462 -0.496 2.503  0.132
H 1.544 3.151 -1.681  0.101
H -1.429 2.859 2.531  0.073
H 3.198 -2.673 -1.301  0.100
H -5.357 3.034 4.242  0.096
H 2.632 -0.415 -6.779  0.094
H -2.169 -0.875 2.499  0.122
H -1.859 0.738 1.810  0.113
H -5.720 5.218 3.154  0.102